C43H56BrClN5O4P2W | the ωB97M-V functional and the def2-TZVPD basis

Summary:
Net charge: +1
Lowest unoccupied orbital energy (spin up / spin down): -3.80 / -3.81 eV
Multiplicity: 3

CARTESIAN COORDINATES (ANGSTROEM)
H (2.223, 5.480, -2.386)
O (0.678, -3.013, -1.453)
H (-0.079, 0.048, -5.652)
H (2.047, -0.295, -3.984)
C (2.300, 4.762, -3.191)
H (4.594, -3.017, 4.040)
H (-0.646, 1.958, 0.393)
C (2.000, -3.723, 4.098)
H (0.203, -3.247, -3.989)
H (5.279, -4.493, 4.740)
H (-0.449, 3.950, 1.745)
H (2.343, -0.582, -2.262)
N (0.344, 3.594, -2.429)
C (-0.825, -2.892, -4.022)
N (0.866, 1.545, -4.144)
H (0.903, 0.411, 2.014)
C (-3.335, 4.534, 3.388)
Br (-0.420, -4.588, 0.793)
H (-2.972, -1.674, -4.778)
C (3.220, -3.719, 6.319)
H (-1.364, 5.356, 3.550)
C (1.062, 0.641, 3.066)
C (1.542, -2.437, 4.365)
H (3.660, -6.265, 5.762)
H (-3.952, 4.820, -2.388)
Cl (-3.971, 5.506, 4.662)
H (1.922, -6.066, 5.503)
H (-2.499, 0.019, -4.688)
H (-4.558, 1.536, -0.733)
H (1.909, -1.937, 5.247)
H (-1.342, -3.195, -3.117)
C (0.571, -0.005, 5.423)
H (4.054, 4.122, -6.017)
H (-1.824, -0.806, 4.369)
H (-1.316, -3.376, -4.869)
H (-4.283, 2.125, 1.228)
C (1.402, 3.686, -3.253)
H (-0.749, 4.845, -0.541)
H (1.502, -4.975, -2.610)
H (-2.526, 4.996, -0.409)
H (4.430, -4.554, 3.189)
C (1.836, -3.543, -1.227)
C (0.022, 1.336, -3.149)
C (-0.364, 2.478, -2.379)
C (-3.505, 2.684, -2.246)
N (2.207, -4.546, -2.035)
H (-2.768, -0.928, -3.197)
C (1.441, -4.389, 3.013)
C (0.634, -1.739, 3.576)
H (3.005, -6.387, 4.136)
W (-0.357, -1.674, -0.419)
O (-0.592, -1.798, 1.440)
H (3.042, -5.067, -1.821)
C (4.437, -4.090, 4.173)
H (-1.512, 0.923, 4.149)
H (3.920, -4.295, 6.925)
H (3.595, -2.696, 6.280)
H (1.883, -1.930, -3.313)
C (1.547, 2.698, -4.261)
C (2.674, -3.026, -0.219)
C (-0.252, -1.020, -5.566)
C (0.170, -2.377, 2.409)
C (-2.375, -0.954, -4.216)
H (0.095, -0.729, 6.085)
O (-1.936, -2.398, -1.033)
C (-4.158, 3.632, 2.731)
H (0.774, 1.676, 3.255)
H (-2.525, 1.757, -3.944)
C (3.326, 3.969, -5.232)
C (2.493, 2.881, -5.285)
O (-2.109, -1.068, -0.502)
C (-3.639, 2.846, 1.715)
P (-1.855, 2.914, -1.388)
C (3.253, 4.891, -4.170)
N (4.748, -4.339, 0.527)
C (2.908, -5.859, 5.084)
H (2.126, 0.528, 3.281)
H (-3.605, 0.541, -1.831)
H (-4.130, 2.409, -4.291)
C (-1.723, 2.087, 0.249)
C (0.530, -3.718, 2.229)
C (-1.496, 3.861, 2.013)
H (-5.339, 3.742, -2.494)
C (-0.902, -1.378, -4.228)
C (-4.389, 3.907, -1.984)
P (-0.033, -0.500, -2.759)
C (-3.202, 2.582, -3.745)
C (-1.262, -0.074, 3.785)
H (-5.196, 3.545, 3.018)
C (0.246, -0.309, 3.957)
H (-0.913, -1.328, -6.379)
H (-2.748, 3.500, -4.125)
C (3.826, -3.737, 0.187)
H (2.251, -3.721, 6.821)
C (1.737, -0.871, -3.121)
H (-5.108, 1.274, -2.386)
H (-2.185, 1.100, 0.205)
N (1.424, -0.969, -0.061)
H (0.189, 0.987, 5.668)
H (1.682, -5.415, 2.778)
C (-4.224, 1.429, -1.764)
H (3.943, 5.723, -4.134)
H (1.645, 0.003, 5.615)
C (-2.303, 2.943, 1.344)
C (2.329, -1.750, 0.277)
H (-1.581, -0.149, 2.750)
C (-1.698, 4.676, -1.037)
H (0.701, -1.534, -5.693)
H (2.567, 2.144, -6.073)
C (-1.998, 4.650, 3.032)
H (-4.597, 4.041, -0.922)
C (3.121, -4.349, 4.924)
H (-1.693, 5.225, -1.978)

=====

C39H37ClLaN10O | the ωB97M-V functional and the def2-TZVPD basis

Summary:
Net charge: +1
Lowest unoccupied orbital energy: -3.21 eV
Multiplicity: 1

CARTESIAN COORDINATES (ANGSTROEM)
C (-3.570, -1.676, 3.460)
C (0.439, 4.300, 3.843)
H (-1.610, -3.537, 0.792)
H (2.745, -6.421, -0.129)
N (1.572, -1.977, -0.662)
H (-3.837, 2.994, -5.661)
H (-5.056, 1.394, -1.845)
C (0.670, 2.256, 2.542)
C (1.538, 1.084, -4.845)
H (-1.413, 4.579, 4.965)
H (-3.106, -1.738, -0.926)
N (1.552, -1.825, 2.087)
H (2.776, -2.603, -2.185)
H (-0.677, -2.750, -1.845)
N (-1.843, -1.762, 1.817)
C (-1.383, 2.743, 3.899)
H (1.452, 1.817, -5.637)
C (-2.363, 3.136, -4.086)
H (0.850, 5.252, 4.161)
C (1.947, -3.008, 1.519)
C (3.646, 1.563, 2.488)
C (2.474, -3.880, 3.704)
H (5.714, 1.637, 3.040)
H (2.148, 3.851, 2.678)
C (-4.631, 2.053, -3.885)
N (1.330, 1.444, 1.718)
N (-1.249, -1.961, -1.577)
N (-1.105, 0.663, 2.644)
H (2.954, -1.917, -4.257)
N (-2.605, -2.417, -1.484)
H (6.506, 2.002, 0.718)
C (2.162, -4.366, -0.455)
H (2.827, -4.688, 4.334)
N (-3.166, 2.282, -1.940)
C (1.802, -0.802, -2.814)
C (-2.654, 1.433, -1.090)
C (2.371, -4.089, 2.307)
H (-4.725, -3.456, 3.721)
C (1.645, -1.672, 3.385)
H (-2.691, 4.282, -2.279)
C (2.063, -1.849, -1.842)
H (3.296, 1.389, 3.500)
H (2.434, 1.952, -0.641)
C (2.545, -5.469, 0.346)
C (1.912, -3.140, 0.095)
H (-3.422, -4.721, 1.985)
C (-0.860, 3.923, 4.305)
H (-4.259, 4.115, -4.385)
H (-2.362, 2.417, 4.222)
N (-2.180, 0.228, 3.153)
C (-4.575, 2.212, -2.375)
H (4.861, 2.154, -1.121)
C (-2.513, -1.094, 2.769)
C (-3.808, 3.136, -4.581)
H (-1.143, -1.251, -2.295)
H (0.464, 2.251, -3.409)
C (5.001, 1.697, 2.227)
H (2.215, -2.483, 5.302)
C (5.448, 1.904, 0.925)
C (2.383, -1.013, -4.080)
H (-3.039, -2.449, -2.399)
C (-0.647, 1.896, 3.020)
H (2.984, -6.164, 2.311)
H (-1.789, 3.939, -4.553)
H (-1.305, 3.196, -2.171)
N (-2.159, 0.681, -0.359)
H (-4.088, -1.087, 4.204)
C (-2.309, 3.302, -2.578)
C (-3.911, -2.984, 3.186)
H (2.074, -4.501, -1.526)
H (-5.059, 3.143, -2.066)
La (-0.016, -0.356, 0.592)
C (1.175, 3.521, 3.013)
H (1.317, -0.717, 3.783)
C (2.139, -2.676, 4.241)
Cl (2.949, -0.376, -6.648)
O (0.541, 0.648, -1.398)
H (-4.242, 1.065, -4.152)
H (-5.673, 2.085, -4.208)
C (4.524, 1.988, -0.105)
C (2.243, -0.098, -5.086)
C (2.672, -5.331, 1.694)
H (-1.879, 2.192, -4.356)
C (-3.193, -3.693, 2.229)
C (2.714, 1.655, 1.455)
C (1.074, 0.387, -2.558)
C (0.976, 1.319, -3.612)
C (3.162, 1.874, 0.157)
C (-2.176, -3.038, 1.570)

=====

C3H3Br2N | the ωB97M-V functional and the def2-TZVPD basis

Summary:
Net charge: 0
Lowest unoccupied orbital energy: -2.36 eV
Multiplicity: 1

CARTESIAN COORDINATES (ANGSTROEM)
H (-0.483, -0.305, 1.470)
N (0.637, -3.174, 0.153)
Br (-2.262, -0.267, -0.274)
H (-0.059, 1.059, 0.331)
H (0.543, -0.597, -1.656)
C (-0.338, 0.060, 0.398)
C (0.668, -2.072, -0.128)
Br (2.831, 0.152, -0.062)
C (0.573, -0.728, -0.522)

=====

So what do the calculations give for E_tot? Going down the list: -6030.5863; -2622.9072; -5318.8311 Eh.